(1)
Here is 2 unconnected molecules or ions with the total composition BrNO5S from the OMol25 dataset. Energies are from ωB97M-V/def2-TZVPD.

## Properties
LUMO level (alpha / beta), hartree: -0.0756 / -0.1049
HOMO-LUMO gap (alpha / beta), eV: 8.66 / 7.91
Highest occupied orbital energy (alpha / beta), eV: -10.71 / -10.76
ΔE to the lowest compared entry with this formula, charge and spin, eV: 1.260
Strongest force on any atom, Eh/bohr: 0.084
Calculated total energy, eV: -92597.94767

Geometry as XYZ:
```
8
Properties=species:S:1:pos:R:3:forces:R:3
N -0.312547 -0.168024 -1.230455 0.16 -0.11 1.03
O -0.400715 -1.220708 -1.796239 0.01 2.06 0.33
O -0.405475 1.005708 -1.389543 -0.14 -1.74 -1.16
O -0.027868 1.568586 1.259324 -0.21 -1.11 -0.80
O 1.501548 -0.181032 1.803428 2.75 -2.10 1.11
O -0.899323 -0.519549 2.175171 0.86 -0.95 0.34
S 0.263779 0.135371 1.255929 -1.87 3.87 -0.60
Br -2.486951 -0.123207 1.486372 -1.56 0.07 -0.26
```
Positions in Å, forces in eV/Å.

=====

(2)
Here is 2 unconnected molecules or ions with the total composition BrO3 from the OMol25 dataset. Energies are from ωB97M-V/def2-TZVPD.

## Properties
LUMO level (alpha / beta), hartree: -0.1230 / -0.1220
HOMO-LUMO gap (alpha / beta), eV: 7.83 / 7.46
Highest occupied orbital energy (alpha / beta), eV: -11.18 / -10.78
Expectation value of S²: 0.75
Multiplicity: 2
ΔE to the lowest compared entry with this formula, charge and spin, eV: 0.380
Strongest force on any atom, Eh/bohr: 0.059
Calculated total energy, eV: -76175.76617

Geometry as XYZ:
```
4
Properties=species:S:1:pos:R:3:forces:R:3
Br 0.496580 -0.997118 0.500000 1.47 -0.10 0.00
O -2.114469 -1.887660 0.500000 -0.39 2.28 0.00
O -1.995706 -0.607930 0.500000 -2.98 -0.50 0.00
O -3.054535 0.109208 0.500000 1.90 -1.68 0.00
```
Positions in Å, forces in eV/Å.

=====

(3)
Here is 14 unconnected molecules or ions with the total composition C100H118Cl2F12N16O4P2 from the OMol25 dataset. Energies are from ωB97M-V/def2-TZVPD.

## Properties
LUMO level, hartree: -0.4781
HOMO-LUMO gap, eV: 3.01
Highest occupied orbital energy, eV: -16.02
Total charge: +10
Strongest force on any atom, Eh/bohr: 0.097
Calculated total energy, eV: -213783.12298

Geometry as XYZ:
```
254
Properties=species:S:1:pos:R:3:forces:R:3
C -10.411572 -19.641916 13.693906 1.02 0.09 -1.35
N -11.161592 -19.200618 12.463967 -0.98 -0.34 0.29
C -10.467532 -18.572944 11.471508 0.54 -0.10 1.53
C -10.990611 -18.344285 10.248108 -1.12 -0.05 -0.99
C -12.295281 -18.795213 9.926344 0.09 -1.04 1.95
C -13.027037 -19.367502 10.979408 0.03 0.46 1.13
C -12.472190 -19.493008 12.311346 1.17 0.51 -3.25
C -12.743299 -18.740877 8.514263 -0.41 0.62 0.23
C -13.582581 -17.731030 8.062134 -0.90 0.67 -1.32
C -13.757623 -17.588301 6.671239 -0.17 -0.08 1.32
N -13.265856 -18.474408 5.815693 0.97 0.50 -1.42
C -12.494904 -19.461303 6.229734 0.74 -0.98 1.15
C -12.222928 -19.623476 7.592100 -1.09 1.14 -1.58
C -13.485931 -18.166523 4.341296 0.21 0.89 0.63
H -9.965683 -20.629172 13.514155 -0.26 0.32 -0.20
H -10.958986 -19.709633 14.588358 -1.49 0.00 0.61
H -9.636698 -18.913969 13.822469 0.59 0.32 0.08
H -9.483915 -18.240082 11.801121 -0.13 -0.14 -0.48
H -10.459279 -17.810803 9.484176 0.53 0.12 -0.01
H -14.069006 -19.699594 10.883701 0.54 0.14 -0.18
H -12.977123 -19.910254 13.144234 -0.57 -0.77 1.13
H -14.156902 -17.068213 8.722068 0.69 -0.12 -0.23
H -14.203115 -16.785489 6.120311 -0.74 0.59 0.67
H -12.026315 -20.083624 5.486681 -0.16 -0.21 -0.14
H -11.663663 -20.427671 7.915631 1.34 -1.49 0.43
H -12.856824 -18.747596 3.651321 -0.27 0.05 0.63
H -13.288899 -17.074183 4.221576 0.03 -0.95 -0.04
H -14.542970 -18.324028 4.206864 -0.26 -0.24 -0.51
C -19.460187 -17.113950 24.195904 -1.44 0.39 1.73
N -20.507454 -16.200255 24.754546 0.34 0.96 0.14
C -20.257751 -15.402598 25.780541 1.57 1.03 1.97
C -21.182726 -14.425264 26.225509 0.97 -1.56 -0.68
C -22.424254 -14.354526 25.592044 0.51 -0.25 0.37
C -22.656112 -15.214602 24.516516 0.69 -0.17 -0.13
C -21.657559 -16.092405 24.085365 -1.29 0.21 0.11
C -23.399931 -13.345324 26.079396 0.50 0.99 1.47
C -24.008184 -12.413668 25.244678 -0.71 -1.23 -0.68
C -24.698860 -11.388803 25.839560 -0.43 1.40 -1.73
N -24.742835 -11.122349 27.126834 -0.28 0.91 0.98
C -24.092729 -11.929923 27.962182 0.70 -0.99 0.04
C -23.459691 -13.065613 27.494125 0.29 0.53 -1.54
C -25.435734 -9.862459 27.637120 0.27 -0.31 -0.89
H -19.993805 -18.039070 24.307035 0.65 -0.97 -0.64
H -18.563625 -17.063441 24.800367 0.05 -0.04 -0.08
H -19.356836 -16.720508 23.229435 0.71 -0.27 -1.53
H -19.213483 -15.546185 26.271559 -2.13 0.45 -0.86
H -20.861309 -13.794052 27.039234 -0.16 0.11 0.01
H -23.609974 -15.148046 24.032331 -0.19 -0.29 -0.45
H -21.738425 -16.766972 23.237644 -0.33 0.24 0.06
H -24.103905 -12.485551 24.129707 0.54 0.01 1.25
H -25.125027 -10.637111 25.186637 -0.34 -0.07 0.13
H -23.961428 -11.621493 28.979264 -0.37 0.09 0.44
H -22.828214 -13.582028 28.191697 -0.15 -0.50 0.17
H -26.168717 -10.111641 28.385953 -0.19 -0.34 0.17
H -25.924336 -9.427038 26.763393 0.04 0.05 0.30
H -24.715463 -9.161132 28.054190 0.20 -0.20 -0.12
C -25.396350 -33.870097 26.737575 1.47 0.80 -1.02
N -26.118917 -32.811220 27.436393 -2.21 -0.35 -0.63
C -25.499422 -31.905439 28.201506 -1.10 -0.23 -0.05
C -26.144716 -30.785722 28.662294 -0.75 -0.12 0.07
C -27.480242 -30.594468 28.310038 0.01 -0.33 -0.49
C -28.136483 -31.577302 27.569199 0.68 -1.18 -0.81
C -27.473330 -32.716802 27.123069 2.39 1.61 1.73
C -28.264144 -29.407565 28.731432 0.72 -0.15 0.40
C -28.931503 -29.477469 29.931440 -0.69 1.75 0.28
C -29.583215 -28.335361 30.395831 0.66 -2.71 -0.46
N -29.573045 -27.277615 29.664120 -1.84 4.55 0.75
C -29.061660 -27.186519 28.470837 1.70 -0.58 -1.85
C -28.315188 -28.246441 27.981699 -0.86 0.17 -0.64
C -30.307613 -25.999225 30.173824 -1.13 -1.19 -1.26
H -25.130921 -33.462026 25.755463 0.06 0.07 0.13
H -25.943705 -34.751051 26.501120 -0.81 -0.61 0.55
H -24.461158 -34.089701 27.222952 0.13 -0.22 0.43
H -24.535164 -32.120259 28.553266 1.37 -0.36 -0.08
H -25.611142 -30.157900 29.354398 0.00 0.36 -0.05
H -29.143346 -31.488433 27.243724 -0.84 0.27 0.11
H -27.848421 -33.568366 26.602676 -0.55 -0.10 -0.44
H -29.013649 -30.360344 30.477513 0.06 -1.34 0.89
H -30.242284 -28.264352 31.197818 -0.54 -0.36 1.77
H -29.239224 -26.271266 27.932901 0.18 0.03 -0.16
H -27.970016 -28.248052 26.957258 0.33 0.27 0.10
H -30.344585 -25.305680 29.322109 0.48 -0.01 0.62
H -29.887798 -25.611085 31.091414 0.34 -0.05 -0.06
H -31.368586 -26.278860 30.305307 0.55 -0.05 0.30
C -15.537616 -30.058314 27.287996 -0.40 1.63 -0.15
N -15.632541 -29.485061 25.917627 0.01 0.25 -1.23
C -14.533626 -29.512614 25.113461 -1.12 -0.02 0.42
C -14.614092 -28.904408 23.880242 1.13 0.45 -0.79
C -15.736980 -28.179433 23.464816 0.13 -0.97 0.17
C -16.882075 -28.229820 24.270371 1.47 -0.24 0.31
C -16.778366 -28.858487 25.493220 0.65 -0.65 1.32
C -15.681673 -27.455767 22.172748 0.14 1.28 -0.33
C -16.686869 -27.518441 21.195762 0.67 0.40 -0.66
C -16.452329 -26.794610 20.031304 -0.74 -0.15 -0.14
N -15.426041 -25.948120 19.824273 1.71 -0.53 -0.24
C -14.411186 -25.876230 20.717753 -1.23 -1.64 1.20
C -14.572447 -26.612840 21.916799 0.68 -0.29 -0.84
C -15.229267 -25.275882 18.485694 -2.30 -0.11 0.41
H -14.685556 -30.716022 27.297648 -0.22 -0.71 0.07
H -16.533375 -30.335931 27.676762 0.50 -0.58 -0.35
H -15.202794 -29.203629 27.867048 0.16 0.14 0.37
H -13.648868 -30.031926 25.482662 -0.31 0.30 -0.08
H -13.723292 -28.946603 23.217719 -0.68 0.07 0.65
H -17.756835 -27.713214 23.983084 -0.87 0.40 -0.08
H -17.538318 -28.875985 26.280710 -0.08 0.04 -0.59
H -17.580719 -28.160030 21.182931 0.63 0.29 0.29
H -17.095663 -26.980664 19.181282 -0.18 0.38 0.00
H -13.470489 -25.416023 20.423854 -0.49 0.33 0.28
H -13.700490 -26.647433 22.571283 -0.39 0.28 0.09
H -14.404969 -24.579662 18.531676 -0.03 0.15 0.01
H -16.219650 -24.778312 18.325018 1.19 0.06 -0.15
H -15.120283 -26.017910 17.692755 0.26 -0.02 0.28
C -21.332897 -28.908080 15.878292 1.52 0.04 0.16
N -20.917009 -30.321219 15.579794 -0.91 0.66 0.67
C -21.786917 -31.116026 14.926195 0.87 0.94 -0.99
C -21.387992 -32.358235 14.544728 -1.01 -1.02 -0.41
C -20.119100 -32.810404 14.891504 1.20 -1.40 0.50
C -19.295012 -32.032182 15.727341 -1.31 -0.05 -1.13
C -19.764846 -30.765698 16.080736 0.33 -0.76 -0.38
C -19.672124 -34.211583 14.400706 0.14 2.07 -0.22
C -19.057675 -35.078966 15.267556 0.40 -2.06 -1.10
C -18.589823 -36.307919 14.793904 0.64 -1.79 -1.64
N -18.726151 -36.672371 13.454428 -0.71 2.05 0.47
C -19.401862 -35.806845 12.615142 0.58 -1.05 1.18
C -19.777281 -34.573890 13.050193 -0.82 0.43 0.55
C -18.115853 -37.859568 12.791045 -1.31 -0.83 0.75
H -20.788166 -28.677962 16.828234 -1.04 -0.03 -0.40
H -22.439781 -28.829817 15.889416 0.96 0.04 0.15
H -20.835367 -28.262019 15.114749 -0.81 -0.45 0.36
H -22.619158 -30.588774 14.475384 -0.37 -0.38 0.46
H -22.114286 -32.997809 14.005580 0.71 0.49 0.25
H -18.303031 -32.300125 16.044454 0.06 -0.29 0.06
H -19.176131 -30.118141 16.709138 0.03 0.48 0.37
H -18.943625 -34.892869 16.288753 0.09 0.42 1.41
H -18.079150 -37.133504 15.373204 -0.62 1.45 -0.35
H -19.712098 -36.182434 11.654034 0.50 0.01 -0.29
H -20.250795 -33.915014 12.343289 -0.13 0.14 -0.11
H -18.608947 -38.789375 13.158301 0.18 0.71 -0.48
H -17.079336 -37.950628 13.005216 0.90 0.28 0.37
H -18.230743 -37.709037 11.722743 -0.12 -0.28 0.05
C -11.407241 -33.918067 38.040059 -2.25 0.04 -0.71
N -12.151989 -33.979961 36.697369 0.11 -0.27 1.00
C -12.770440 -35.101448 36.350936 -1.28 -1.75 -1.24
C -13.543793 -35.179791 35.172854 0.64 0.53 0.75
C -13.737466 -34.065275 34.370993 1.54 0.99 1.75
C -12.994040 -32.923925 34.721426 -0.29 0.02 1.35
C -12.278444 -32.899104 35.925398 0.58 0.22 -1.72
C -14.647223 -33.978978 33.261217 -1.65 0.28 -0.48
C -14.674928 -35.000649 32.339973 1.40 -1.99 -0.43
C -15.466062 -34.925456 31.217379 -0.24 1.02 -0.29
N -16.219023 -33.796573 31.053915 -0.39 -0.65 -0.64
C -16.330616 -32.848802 31.984149 -0.44 0.46 0.19
C -15.581744 -32.941428 33.141791 0.36 1.16 0.92
C -17.099125 -33.635050 29.843324 0.73 -1.92 -0.46
H -11.785799 -33.014863 38.530991 0.38 -0.19 -0.02
H -10.352452 -33.901465 37.870179 0.55 -0.20 0.01
H -11.830114 -34.787950 38.552688 0.82 0.22 0.25
H -12.757570 -36.035012 36.956674 0.48 1.17 -0.10
H -14.004657 -36.105565 34.925977 -0.38 -0.63 0.08
H -13.081574 -32.019763 34.134520 0.22 0.02 0.03
H -11.631976 -32.077691 36.191222 -0.29 0.34 0.16
H -13.962916 -35.868714 32.524685 -1.19 1.10 -0.65
H -15.497255 -35.655563 30.394894 0.01 0.38 0.61
H -17.061421 -32.037292 31.750064 0.80 -0.67 0.34
H -15.718608 -32.155206 33.940716 0.30 -1.02 -1.05
H -17.708924 -34.583642 29.841018 0.19 1.29 -0.17
H -16.436807 -33.668490 28.936923 -0.66 0.27 0.85
H -17.650485 -32.686299 29.910223 -0.08 -0.28 -0.34
C -4.447660 -28.229338 29.150964 -0.40 0.36 1.73
N -5.833712 -27.636012 28.982432 0.67 -0.39 0.95
C -6.573053 -27.247666 30.076091 -0.33 -0.24 -0.92
C -7.840762 -26.723200 29.890491 1.41 -0.56 -0.14
C -8.301255 -26.493819 28.611715 -0.71 0.58 -0.42
C -7.527038 -26.859124 27.511912 1.03 -1.20 0.82
C -6.313146 -27.515485 27.729816 -0.89 1.25 0.34
C -9.609969 -25.808114 28.398486 1.30 -0.36 -0.42
C -10.033607 -24.729418 29.187577 -0.32 -0.56 -0.35
C -11.170580 -24.123041 28.792333 -1.70 0.64 -0.52
N -11.838046 -24.515186 27.628005 -0.73 0.94 1.63
C -11.444801 -25.542256 26.903448 -0.80 -0.19 -0.89
C -10.303943 -26.208632 27.297358 -0.25 -0.70 0.13
C -13.167313 -23.858754 27.308652 1.59 -1.03 0.63
H -3.677866 -27.456249 29.013536 -0.43 -0.15 0.22
H -4.301228 -28.986842 28.420456 -0.08 -0.58 -0.68
H -4.362388 -28.721496 30.167678 -0.15 0.83 -1.18
H -6.209228 -27.390718 31.089625 0.46 -0.17 -0.44
H -8.458839 -26.539522 30.734136 -0.27 0.30 0.62
H -7.834472 -26.793049 26.493881 -0.43 0.41 -0.50
H -5.704651 -27.827856 26.888985 0.10 -0.15 0.30
H -9.558693 -24.444281 30.102548 0.31 0.24 0.21
H -11.662816 -23.322614 29.383253 0.48 -0.63 -0.70
H -12.024231 -25.816066 25.989218 0.63 0.24 1.08
H -10.063541 -27.136353 26.816508 0.17 0.02 -0.52
H -13.951101 -24.588373 27.404777 -0.18 -0.42 -0.14
H -13.039742 -23.497929 26.325180 -0.42 0.62 -1.09
H -13.312901 -23.092919 28.032088 -0.13 0.75 0.29
C -5.733217 -31.130256 16.823962 0.66 -1.21 0.72
N -4.525360 -31.626456 16.048892 -1.45 0.47 0.97
C -3.683083 -30.721345 15.547897 -0.09 -1.11 -0.73
C -2.642160 -31.133597 14.749755 0.73 0.45 0.20
C -2.370780 -32.501189 14.573938 -1.06 -0.04 0.67
C -3.200175 -33.421230 15.223003 -1.81 1.09 0.45
C -4.364606 -32.926526 15.874690 2.81 -0.60 -0.89
C -1.272958 -32.998371 13.748291 0.99 0.77 0.03
C -0.839077 -32.337034 12.596144 1.81 -1.74 -0.94
C 0.256299 -32.793380 11.836537 -0.80 -2.13 3.19
N 0.962360 -33.915692 12.319355 -1.79 0.43 -1.02
C 0.515602 -34.595388 13.416883 0.13 0.46 -0.08
C -0.550563 -34.086222 14.173474 1.34 -1.88 0.02
C 2.068891 -34.479902 11.494855 1.43 0.79 1.13
H -5.691551 -31.460512 17.895427 0.17 0.22 -1.11
H -6.584116 -31.553895 16.335543 -0.62 -0.30 -0.14
H -5.818726 -30.066054 16.781523 0.29 0.60 -0.11
H -4.058249 -29.756212 15.734392 0.58 1.39 -0.02
H -1.958945 -30.369874 14.377067 -0.26 -0.25 -0.16
H -3.077767 -34.494272 15.208225 0.11 0.02 -0.29
H -5.082424 -33.583535 16.265142 -0.90 -0.68 0.60
H -1.343598 -31.573765 12.102889 -1.16 1.45 -0.23
H 0.438466 -32.364179 10.876874 0.81 0.01 -0.37
H 0.969290 -35.578500 13.754216 -0.06 1.56 -0.86
H -0.688525 -34.688019 15.088687 -0.54 0.75 -0.47
H 1.797490 -35.419381 11.005835 -0.04 0.32 0.13
H 2.906964 -34.594097 12.227236 -0.58 -0.41 -0.77
H 2.430815 -33.693049 10.815412 -0.46 -0.51 -0.03
P -15.663300 -22.989302 22.943839 -0.22 2.88 -0.58
F -14.544939 -23.378243 21.859213 0.33 -0.56 -0.53
F -15.491756 -24.460414 23.572944 -0.27 -0.28 0.84
F -14.562487 -22.376240 23.936156 0.97 -0.42 0.08
F -16.735943 -22.439101 24.011475 -0.71 -0.79 0.29
F -15.749343 -21.518157 22.161628 -0.26 -0.85 0.40
F -16.878314 -23.553090 22.044435 0.11 -0.25 -0.45
P -9.586838 -26.698390 23.693587 -0.59 -0.55 1.12
F -8.312668 -25.953132 23.109458 -0.08 0.26 -0.30
F -8.606703 -27.394460 24.837033 -0.33 -0.03 -0.24
F -9.869460 -25.449263 24.715212 0.38 0.03 -0.23
F -10.884271 -27.446127 24.398164 0.41 -0.31 0.24
F -10.610755 -26.112727 22.648706 -0.34 1.22 -0.93
F -9.377414 -27.940624 22.718856 0.46 -0.68 0.05
Cl -12.867978 -28.056819 27.717988 -0.10 0.05 -0.09
Cl -18.515087 -30.852734 28.922141 0.03 -0.01 0.07
C -19.390986 -30.541272 20.632274 0.78 -1.40 0.28
C -19.534657 -30.516003 19.151298 -0.28 3.52 -1.97
O -18.942273 -29.516858 18.567492 0.05 -1.12 0.53
O -20.348880 -31.238249 18.546503 0.12 -0.94 0.18
H -20.002443 -29.820018 21.128110 -0.81 0.49 0.01
H -18.367648 -30.269477 20.913900 -0.06 -0.51 -0.03
H -19.692793 -31.551414 20.915457 0.27 0.14 0.67
C -12.680082 -20.751762 16.896241 1.10 0.70 -0.03
C -13.213477 -21.498487 15.752079 -3.41 -1.76 -3.20
O -14.086856 -22.430437 15.818958 1.81 1.07 1.51
O -12.920524 -21.040238 14.597951 1.10 0.73 -0.20
H -11.617458 -20.502966 16.705291 -0.45 -0.18 0.27
H -12.782073 -21.354448 17.756763 -0.07 -0.23 1.31
H -13.213566 -19.797646 16.962814 -0.03 -0.27 0.22
```
Positions in Å, forces in eV/Å.